i | DFT (ωB97M-V with the def2-TZVPD basis set) results for a 6-piece molecular cluster, CH16NO5 overall.

Each line ends with the Löwdin charge.
CARTESIAN COORDINATES (ANGSTROEM)
C 1.294 -2.172 0.237  -0.0368
N 0.608 -1.000 0.812  0.0928
H 0.640 -3.043 0.153  0.1038
H 1.695 -1.913 -0.734  0.0896
H 2.013 -2.559 0.958  0.0988
H -0.346 -0.880 0.415  0.0843
H 0.904 -0.012 0.615  0.0901
H 0.642 -1.047 1.825  0.1536
H 0.879 1.942 -0.520  0.0166
H 2.376 1.696 -0.251  0.0733
O 1.505 1.542 0.127  -0.0657
H -3.026 -0.631 0.016  0.0579
H -2.356 -0.449 1.399  0.0551
O -2.327 -0.961 0.583  -0.0417
H -0.263 -1.409 -2.378  0.0733
H -1.524 -0.681 -2.012  0.0622
O -0.675 -0.939 -1.641  -0.0449
H -0.063 1.487 -2.288  0.0435
H -0.654 2.923 -2.361  0.0763
O -0.282 2.265 -1.765  -0.0368
H -1.029 2.227 2.120  0.0594
H 0.357 2.092 2.494  0.0538
O -0.367 1.523 2.196  -0.0584

Its total charge is +1. The HOMO-LUMO gap comes out at 11.91 eV.

ii | DFT (ωB97M-V with the def2-TZVPD basis set) results for a 6-piece molecular cluster, CH16NO5 overall.

Each line ends with the Löwdin charge.
CARTESIAN COORDINATES (ANGSTROEM)
C -2.174 -0.795 0.741  -0.0502
N -0.937 -0.378 -0.040  0.0424
H -3.009 -0.046 0.391  0.1131
H -2.588 -1.781 0.451  0.0881
H -2.058 -0.708 1.885  0.1078
H -0.854 -0.942 -0.810  -0.0118
H -0.073 -0.400 0.693  0.1391
H -1.000 0.659 -0.601  0.1666
H 1.258 -1.400 2.294  0.0760
H 0.889 -0.262 3.162  0.1076
O 1.057 -0.454 2.202  -0.0547
H -2.204 2.701 -0.560  0.1034
H -1.340 2.746 -1.873  0.0928
O -1.755 2.111 -1.235  -0.0815
H 0.751 -2.583 -1.734  0.1112
H -0.409 -1.800 -2.568  0.1268
O -0.159 -2.153 -1.638  -0.0922
H 3.461 -0.448 -0.500  0.0088
H 2.253 -0.767 0.406  -0.0554
O 2.709 -0.222 -0.102  0.0877
H 0.970 2.649 0.429  0.0496
H 1.555 1.278 0.060  -0.1325
O 0.899 1.783 0.112  0.0573

Its total charge is +1. The HOMO-LUMO gap comes out at 11.65 eV.

It is i that is the most stable of them.